The following is a DFT calculation (ωB97M-V with the def2-TZVPD basis set) of a 7-piece molecular cluster, C48H109N7O7 overall at a distorted geometry.

```
! wB97M-V def2-TZVPD RIJCOSX def2/J DEFGRID3
* xyz 0 1
C -2.5046 -6.0993 4.4068
C 6.9353 5.0879 -3.1988
H 3.2696 5.1957 1.0376
C -7.2932 -3.3514 3.6396
H 3.2117 1.7528 5.7542
H 3.9789 1.7141 -5.3649
H 6.3450 2.3237 -1.1728
H -7.4981 -0.7209 4.3987
C -0.7548 -2.8613 -5.0411
H 1.8827 1.5052 -0.8573
C 3.8550 2.8766 -2.4587
H -1.8633 -3.3112 -2.6237
N -6.4423 -1.6519 1.9368
H -4.4092 -4.4052 -2.1727
H 1.7935 4.7241 0.0958
H -5.1675 -2.5354 -3.6749
O 1.9213 -0.6422 0.8185
H 7.7238 1.6240 -3.2356
H 1.6624 5.1305 1.8616
H 2.7594 1.8303 -4.1683
H 3.9365 6.9467 -0.5446
N 5.6178 3.1687 -4.0679
H 2.7802 3.0424 -2.3847
H 6.0074 2.4392 -5.8816
H -7.2245 -4.2773 3.0685
H -5.3188 -3.5179 -5.0982
H 0.1538 -1.9564 4.0674
H -7.3410 -3.5968 4.7005
H -2.7118 -2.0244 -6.6910
H 2.5850 -5.8889 5.5629
C -4.6331 -2.8560 -4.5692
C -4.1614 -4.8332 -3.1440
H -1.3725 0.0681 -1.0446
H 0.5743 2.7184 -0.6642
H -4.2611 -2.0795 -5.2375
C -1.5085 -1.8994 -4.0671
C 3.6581 4.8349 -4.1172
H 4.2394 3.3639 -0.2705
H 3.5275 5.5538 -3.3084
N -2.6294 -4.4402 -5.0346
H -7.5902 -0.4218 2.3522
H 1.5713 2.4531 0.6751
C -6.7765 -3.3786 0.1858
H 8.6076 2.7047 -2.3767
C -2.5305 -2.6988 -3.2302
H 5.1403 1.4678 0.2995
H 4.9369 8.7391 1.3451
H 0.1762 -4.4301 -6.9987
H 2.8727 3.0386 -5.5861
H -0.5622 2.0020 1.8123
H 4.7547 0.0423 1.2126
H 2.7921 -4.1068 5.6577
C -1.3405 -0.3320 2.6150
H 0.5569 -2.8042 0.9546
H 3.1650 4.0400 3.3166
C 6.1276 3.3388 -1.5053
H 3.4887 8.4299 2.1644
C -0.3663 -2.3079 1.2536
C 0.1835 0.7825 0.2903
C -2.0864 0.5268 1.5514
O 2.0088 6.7175 0.6378
N 1.8842 9.6187 0.0879
O 3.9665 1.7595 2.0145
C 2.5140 2.1705 4.1344
C -5.8447 -2.2791 0.7039
H -0.1627 -2.2428 -5.7156
H -1.5007 -2.6847 -7.8405
C -0.7092 -4.8169 -6.4942
O 6.0820 3.2769 -5.4188
H 3.9913 1.8006 -2.3502
H 0.2091 -5.4265 3.6182
H 4.1982 5.3584 -4.9061
H 1.5243 9.7458 -0.8472
H -8.2143 -2.8968 3.2749
O -7.7544 -1.1475 1.7455
H 3.6118 9.3243 -0.7431
C 3.9016 9.0768 1.3905
H 1.5667 2.0150 3.6181
H 2.5896 -4.9668 4.0809
H -1.1169 0.3330 3.4492
H -3.1576 -2.0711 -2.5971
C -1.4148 -5.2243 5.1541
O -3.1419 -5.6041 -5.5500
C -5.6401 -1.0908 -0.2890
H -1.4058 2.1236 0.2091
C 1.1422 1.9259 -0.1770
H 8.3262 2.8900 -4.2257
H -2.8696 1.1321 2.0077
H -0.0858 0.8295 -1.8384
H -1.1419 -5.6109 -7.1029
C 3.5638 1.3296 3.3635
H -2.7676 -3.6546 5.3189
H -7.8403 -3.1908 0.0400
H 4.3824 4.6543 -1.2944
H -3.9746 -2.2997 3.7585
H -6.1331 -1.3133 5.4094
H -2.3714 -7.1801 4.4529
H -0.0624 -3.4943 -4.4861
C 2.1913 5.3087 0.9253
C -3.4537 -3.6877 -4.0679
C -4.4691 -2.7973 1.0155
H -4.6253 -0.9730 -0.6688
C -1.6240 -3.7473 -5.8945
H -1.4733 -5.3524 6.2350
C 5.0624 1.0829 1.3163
H -0.7941 -1.5565 -3.3186
C -0.9845 1.4612 0.9653
C 0.7200 -1.3823 3.3340
H -5.8448 -0.2317 4.2886
C -0.0322 -1.0273 2.0514
H 6.0680 1.1574 1.7302
H 1.6285 1.0043 5.5008
C 3.1416 8.8261 0.1046
C 2.9206 3.5669 4.2677
C -6.2433 -2.2374 3.3457
H 3.7185 10.0982 1.7244
C -0.2877 0.1641 -0.9990
H -0.9380 -2.8985 1.9694
H -3.4070 -5.5998 -2.9666
H -6.3150 -1.3115 -1.1160
H 3.7802 3.6445 4.9334
C -2.2209 -2.9256 -7.0586
H -3.4077 -3.9839 2.2450
H 0.1097 -0.8242 -1.2305
N -1.8313 -3.8348 4.9859
H -4.8241 -3.6499 4.3236
H 7.7325 5.3921 -3.8770
H -3.5689 -5.4021 -6.3857
C -4.4632 -3.7172 2.1912
H -5.0051 -4.6323 1.9521
H -3.5439 -6.0099 4.7231
H 3.3124 0.2715 3.4367
H 1.1895 9.1003 0.6063
H 6.7424 3.9955 -0.8898
H -6.9723 -4.1896 0.8873
H 2.0641 4.1255 4.6451
C 2.9451 7.3429 -0.3250
H -1.0178 -2.1245 0.3992
C 4.2243 3.3550 -3.8450
O 0.9343 -4.6424 5.4236
H -5.0608 -5.2412 -3.6050
H 2.5204 -0.4751 1.5498
H -5.8971 -0.0719 0.0008
H -3.0696 -3.5165 -7.4030
H 1.5424 -2.0330 3.0369
H 2.4610 7.2313 -1.2952
H 0.2870 -6.4754 4.9781
C 4.5674 3.5801 -1.2873
C 7.9291 2.6945 -3.2296
H -6.4454 -3.8263 -0.7512
H -0.1695 -5.4736 -5.8119
N 0.8018 -0.0595 1.3028
H -1.9223 -1.0657 -4.6344
C 3.3768 2.4442 -4.8241
H 6.0915 5.6451 -3.6055
H -3.9178 -1.8632 1.1231
H -1.1940 -3.2275 5.4809
H 4.4918 1.3175 3.9352
H -2.0619 -1.1253 2.8108
H -2.3356 -5.9652 3.3384
C -6.4802 -1.1107 4.3962
C 0.0251 -5.4568 4.6921
H 7.1388 5.6542 -2.2899
C -4.7891 -2.9664 3.4753
C 2.3042 -4.9277 5.1321
C 6.6218 3.5626 -3.0666
H 2.6303 4.8473 -4.4800
H -4.0907 -3.3143 0.1337
H -2.6163 0.0045 0.7549
H 1.2837 -0.6752 3.9425
N 2.2414 1.8068 5.4793
*
```

- SMILES string: CC1(C)CCCC(C)(C)N1O.CC1(C)CCCC(C)(C)N1O.CC1(C)CCCC(C)(C)N1O.CC1(C)CCCC(C)(C)N1O.COC[C@H](C)N.COC[C@H](C)N.COC[C@H](C)N
- Max |F|: 0.0634 Eh/bohr
- Energy relative to the best compared isomer or geometry (same formula, charge and spin): 666.64 kJ/mol
- Calculated total energy: -76295.0194 eV
- Lowest unoccupied orbital energy: 0.50 eV
- E_HOMO: -7.93 eV

Atomic partial charges in e from the Löwdin method, atoms 1 to 5: -0.046 -0.032 0.079 -0.047 0.080